Record 1
{"formula": "C30H32Cl5HfN8O5S", "method": "ωB97M-V/def2-TZVPD", "species": ["Hf", "C", "O", "C", "C", "C", "C", "C", "C", "N", "N", "C", "O", "C", "C", "C", "C", "C", "C", "C", "O", "H", "H", "H", "H", "H", "H", "H", "H", "H", "H", "H", "H", "Cl", "C", "C", "C", "Cl", "C", "Cl", "C", "Cl", "C", "Cl", "N", "C", "C", "C", "C", "N", "C", "N", "N", "C", "O", "O", "H", "H", "H", "H", "H", "H", "H", "H", "H", "H", "H", "H", "H", "H", "S", "C", "N", "C", "C", "N", "H", "H", "H", "H", "H", "H"], "positions_angstrom": [[0.2598, -1.3517, 0.8452], [4.3661, 0.3886, 1.2803], [3.8983, 1.6828, 0.8609], [2.7562, 2.1716, 1.4218], [2.7402, 3.5077, 1.7803], [1.6060, 4.1015, 2.3246], [0.4823, 3.3359, 2.5431], [0.4678, 1.9826, 2.1822], [-0.7264, 1.2225, 2.4799], [-0.9477, -0.0026, 2.1533], [-2.1432, -0.5451, 2.6385], [-2.3482, -1.7211, 2.1274], [-1.5726, -2.2615, 1.2111], [-3.4826, -2.5351, 2.6187], [-4.4507, -1.9826, 3.4563], [-5.4930, -2.7685, 3.9171], [-5.5709, -4.1075, 3.5522], [-4.6070, -4.6597, 2.7210], [-3.5660, -3.8747, 2.2480], [1.5992, 1.3968, 1.5842], [1.5795, 0.1370, 1.1811], [5.4433, 0.4007, 1.1323], [3.9131, -0.4026, 0.6904], [4.1490, 0.2216, 2.3360], [3.6546, 4.0751, 1.6450], [1.6248, 5.1457, 2.6075], [-0.3957, 3.7699, 3.0077], [-1.5011, 1.7171, 3.0606], [-4.3729, -0.9427, 3.7454], [-6.2456, -2.3391, 4.5667], [-6.3842, -4.7209, 3.9201], [-4.6638, -5.7039, 2.4403], [-2.8101, -4.2951, 1.5972], [1.6874, -1.7290, 3.8654], [1.8403, -3.2099, 2.9428], [1.2812, -3.2291, 1.6771], [1.3148, -4.4503, 1.0207], [0.5063, -4.5909, -0.5193], [1.9265, -5.5818, 1.5499], [1.9533, -7.0659, 0.6878], [2.5210, -5.4962, 2.8115], [3.2943, -6.8677, 3.4917], [2.4694, -4.3008, 3.5291], [3.1619, -4.1931, 5.0947], [-1.1247, -0.2132, -0.8089], [-0.9310, -0.9112, -2.0971], [-1.3940, -0.1758, -3.3458], [-2.8800, 0.2178, -3.3522], [-3.0992, 1.6830, -2.9759], [-2.4171, 2.5534, -3.9411], [-1.7910, 3.6821, -3.6404], [-2.0730, 4.3373, -2.5148], [-0.9186, 4.2092, -4.5025], [0.5865, -1.1589, -2.1788], [1.2109, -0.9599, -3.2059], [1.1118, -1.5206, -1.0511], [-2.0975, -0.1734, -0.5341], [-0.7512, 0.7345, -0.8903], [-1.4226, -1.8841, -2.0090], [-1.1454, -0.8052, -4.1987], [-0.7712, 0.7151, -3.4381], [-3.4609, -0.3879, -2.6497], [-3.3357, 0.0303, -4.3278], [-2.6588, 1.8701, -1.9928], [-4.1611, 1.9281, -2.9364], [-2.2541, 2.1747, -4.8600], [-2.7631, 3.9703, -1.8835], [-1.3603, 4.9211, -2.1054], [-0.4774, 3.6184, -5.1855], [-0.4304, 5.0545, -4.2618], [0.5442, 2.6411, -1.7031], [2.1841, 2.3667, -2.0621], [2.7301, 1.2428, -2.5025], [4.1830, 1.3415, -2.6530], [4.4767, 2.7879, -2.2025], [3.1288, 3.3210, -1.9709], [2.1957, 0.3985, -2.6822], [4.4729, 1.1753, -3.6892], [4.6841, 0.6039, -2.0286], [4.9892, 3.3560, -2.9755], [5.0593, 2.8121, -1.2863], [2.9458, 4.1157, -1.3845]], "atomic_forces_ev_per_a": [[0.83, -0.13, -0.49], [-0.02, 0.16, 0.05], [0.06, -0.12, -0.14], [0.07, 0.06, 0.07], [0.11, 0.01, -0.03], [-0.05, 0.06, 0.03], [0.01, 0.04, 0.01], [-0.05, 0.03, 0.02], [0.07, -0.05, 0.09], [-0.15, 0.16, -0.02], [-0.06, 0.01, -0.04], [-0.20, -0.16, 0.16], [0.24, 0.35, 0.22], [-0.04, 0.09, -0.14], [0.00, 0.00, 0.04], [0.00, 0.02, 0.00], [-0.01, -0.01, 0.01], [0.01, -0.01, -0.01], [-0.01, 0.00, -0.02], [-0.14, -0.09, 0.17], [-0.45, -0.20, -0.16], [0.01, 0.01, 0.00], [-0.03, -0.04, -0.05], [-0.02, 0.01, 0.00], [-0.04, -0.02, -0.01], [0.00, -0.03, -0.01], [0.02, -0.03, -0.01], [-0.04, 0.02, 0.05], [0.01, -0.03, -0.02], [0.03, -0.02, -0.02], [0.02, 0.02, -0.01], [0.00, 0.03, 0.01], [-0.01, 0.02, 0.03], [-0.04, 0.03, -0.10], [0.04, 0.06, 0.09], [-0.09, 0.01, 0.01], [0.00, -0.08, -0.07], [-0.02, 0.08, 0.05], [0.05, 0.00, 0.09], [0.00, 0.00, -0.01], [0.00, -0.01, 0.00], [0.00, 0.01, -0.01], [0.00, -0.07, -0.05], [0.01, 0.00, 0.03], [0.10, -0.25, -0.03], [0.23, 0.04, -0.10], [-0.23, 0.03, 0.07], [-0.02, 0.03, 0.09], [0.08, -0.03, 0.01], [-0.02, -0.04, 0.04], [0.04, 0.00, 0.03], [0.01, 0.06, 0.04], [-0.08, 0.03, -0.05], [-0.02, -0.09, 0.11], [-0.17, -0.22, 0.04], [-0.21, -0.01, -0.03], [-0.12, -0.03, 0.07], [0.05, 0.15, 0.00], [-0.02, -0.05, -0.03], [-0.06, -0.04, 0.00], [0.04, 0.03, -0.06], [0.04, -0.01, -0.03], [0.05, 0.04, -0.02], [-0.01, 0.02, -0.03], [-0.02, -0.02, -0.01], [-0.03, -0.03, -0.06], [-0.03, 0.01, -0.02], [0.02, -0.03, 0.01], [0.04, -0.04, 0.01], [-0.02, 0.02, 0.02], [0.06, 0.04, 0.05], [0.16, -0.12, -0.15], [0.14, 0.33, 0.24], [-0.13, 0.01, 0.00], [-0.19, -0.03, 0.04], [0.04, 0.00, 0.05], [0.11, -0.07, -0.17], [-0.02, -0.04, -0.02], [-0.01, -0.01, 0.01], [0.01, 0.04, 0.01], [0.04, 0.01, 0.09], [0.05, 0.07, 0.01]], "max_force_ha_per_bohr": 0.0189, "de_lowest_ev": 0.795, "charge": 1, "homo_ev": -10.41}


Record 2
{"formula": "C30H32ClN3SSi2Tm", "method": "ωB97M-V/def2-TZVPD", "species": ["C", "C", "C", "H", "C", "C", "H", "H", "H", "H", "Tm", "Si", "C", "C", "H", "C", "H", "C", "H", "C", "H", "C", "H", "C", "C", "H", "C", "H", "C", "H", "C", "H", "C", "H", "H", "Si", "C", "C", "H", "C", "H", "C", "H", "C", "H", "C", "H", "C", "C", "H", "C", "H", "C", "H", "C", "H", "C", "H", "H", "Cl", "N", "N", "C", "N", "S", "H", "H", "H", "H", "H"], "positions_angstrom": [[1.9048, -0.3178, -1.0019], [1.7403, -0.5320, -2.4082], [2.2040, 0.6371, -3.0816], [1.4078, -1.4610, -2.8854], [2.6313, 1.5857, -2.0982], [2.4293, 1.0093, -0.8083], [2.7102, 1.4682, 0.1426], [1.7661, -1.0689, -0.2218], [2.3282, 0.7258, -4.1614], [3.1192, 2.5419, -2.2954], [0.1346, 1.1311, -1.7161], [-0.7858, 2.3341, -4.9986], [-2.2345, 1.9202, -6.1439], [-3.2178, 2.8615, -6.4868], [-3.2753, 3.8211, -5.9571], [-4.1052, 2.6098, -7.5364], [-4.8565, 3.3572, -7.7955], [-4.0159, 1.4205, -8.2557], [-4.7051, 1.2246, -9.0748], [-3.0333, 0.4890, -7.9284], [-2.9469, -0.4434, -8.4863], [-2.1468, 0.7361, -6.8766], [-1.3750, 0.0102, -6.6174], [-0.3699, 3.9781, -5.9008], [-0.2973, 3.8889, -7.3010], [-0.2545, 2.8993, -7.7720], [-0.3714, 5.0277, -8.1025], [-0.3747, 4.9128, -9.1886], [-0.4539, 6.2969, -7.5157], [-0.5475, 7.1823, -8.1437], [-0.4030, 6.4093, -6.1252], [-0.4318, 7.3963, -5.6546], [-0.3241, 5.2535, -5.3299], [-0.2561, 5.3757, -4.2536], [0.3120, 1.3597, -5.1817], [-4.1979, 2.8735, -3.5085], [-2.5357, 3.6525, -3.2565], [-1.3297, 2.7205, -3.3149], [-1.6369, 1.7566, -2.8449], [-0.0059, 3.2959, -2.8965], [0.9405, 2.9762, -3.4088], [0.0129, 4.3836, -2.0418], [0.9150, 4.5971, -1.4789], [-1.1055, 5.2104, -1.9985], [-1.0098, 6.2087, -1.5598], [-2.3386, 4.8399, -2.5638], [-3.1953, 5.4896, -2.3925], [-4.1477, 1.0138, -3.7655], [-3.4071, 0.0168, -3.0908], [-2.9781, 0.2412, -2.1082], [-3.2062, -1.2390, -3.6597], [-2.5165, -1.9523, -3.1898], [-3.9038, -1.5943, -4.8202], [-3.7577, -2.5707, -5.2864], [-4.8053, -0.6836, -5.3823], [-5.3705, -0.9514, -6.2806], [-4.9536, 0.5899, -4.8473], [-5.6474, 1.2931, -5.3097], [-4.9951, 3.1726, -2.4139], [-2.0714, 1.9965, -0.5147], [0.2226, 1.0111, 0.8991], [-0.4337, -0.1177, 1.4741], [-0.9301, -1.1387, 0.7494], [-1.5197, -2.1020, 1.4977], [-0.9080, -1.2915, -0.9416], [-0.4176, 1.8117, 0.9758], [1.0577, 1.2097, 1.4538], [-0.4259, -0.2154, 2.4918], [-1.8658, -2.9297, 1.0391], [-1.5033, -2.0703, 2.5066]], "atomic_forces_ev_per_a": [[1.82, 0.10, -0.44], [1.60, -0.10, 0.27], [0.45, -0.32, 0.31], [0.10, 0.49, 0.28], [0.06, -0.57, 0.16], [0.86, -0.97, -0.91], [-0.08, -0.18, -0.46], [-0.14, 0.45, -0.37], [-0.17, 0.10, 0.39], [-0.31, -0.26, 0.05], [-1.84, 0.49, 1.62], [-0.88, 1.16, -4.25], [0.43, -0.50, 0.14], [-0.17, 0.01, -0.20], [0.13, -0.29, -0.38], [0.08, 0.21, 0.35], [0.18, -0.22, 0.05], [0.19, -0.14, 0.05], [0.16, 0.04, 0.15], [0.06, -0.14, 0.01], [-0.07, 0.24, 0.07], [-0.35, 0.11, -0.08], [-0.20, 0.06, -0.19], [0.73, -0.14, 0.26], [-0.27, 0.12, -0.14], [-0.10, 0.43, 0.07], [0.18, -0.11, 0.10], [0.04, 0.11, 0.34], [-0.01, -0.30, 0.18], [0.04, -0.20, 0.19], [0.10, -0.20, -0.08], [0.06, -0.36, -0.15], [-0.25, 0.34, -0.34], [-0.12, 0.03, -0.40], [-0.20, -0.15, 0.53], [1.32, -1.29, -0.45], [1.23, -1.03, 1.83], [0.11, 1.50, -0.36], [-0.25, 0.37, -0.31], [-0.08, -0.09, 0.36], [-0.77, 0.10, 0.81], [0.21, -0.05, -0.24], [0.13, 0.51, -0.45], [-0.33, 0.06, 0.48], [-0.16, -0.52, 0.23], [-0.35, 0.00, -0.62], [0.22, 0.07, -0.21], [-0.83, -0.53, -0.51], [0.44, 0.70, -0.06], [0.07, -0.04, -0.46], [-0.32, -0.29, -0.12], [-0.48, 0.29, -0.09], [0.02, 0.38, -0.06], [-0.01, 0.30, 0.18], [-0.16, -0.39, -0.07], [0.14, 0.01, 0.42], [0.68, 0.06, 0.13], [0.23, -0.17, -0.07], [-1.35, 0.97, 1.36], [-0.62, 0.36, 0.34], [-0.67, -0.22, 0.95], [0.53, 0.27, 0.07], [-0.48, -0.28, -0.02], [0.36, 0.28, -0.26], [-0.62, -0.39, 0.87], [0.00, -0.27, 0.15], [-0.17, -0.33, -0.28], [-0.09, 0.29, -0.58], [0.03, 0.15, 0.05], [-0.07, -0.10, -0.17]], "max_force_ha_per_bohr": 0.0873, "multiplicity": 3, "s_squared": 2.2620, "charge": 1, "homo_ev": [-9.33, -10.16]}


- charge of number 1 (C30H32Cl5HfN8O5S)?
  +1